DFT (ωB97M-V/def2-TZVPD) results for 2 unconnected molecules or ions with the total composition C3H10N2O.

Results
* energy: -305.0124 Ha
* structure (SMILES): C/C(N)=C/N.O
* HOMO-LUMO gap: 0.3006 Ha
* molecular weight: 90.13 Da

Each line ends with the Mulliken charge.
CARTESIAN COORDINATES (ANGSTROEM)
C (0.739, 2.158, -0.958)  -1.179
C (0.115, 0.841, -0.641)  0.419
N (0.044, 0.008, -1.728)  -0.491
C (-0.535, 0.548, 0.510)  -0.215
N (-1.454, -0.547, 0.525)  -0.623
H (1.784, 2.198, -0.615)  0.244
H (0.755, 2.446, -2.000)  0.390
H (0.173, 2.931, -0.455)  0.288
H (0.138, 0.410, -2.650)  0.199
H (-0.564, -0.801, -1.695)  0.251
H (-0.157, 0.800, 1.487)  0.282
H (-2.446, -0.333, 0.548)  0.180
H (-1.478, -1.059, 1.414)  0.260
O (0.687, -3.205, 2.398)  -0.637
H (0.837, -3.839, 1.697)  0.315
H (1.363, -2.555, 2.163)  0.317

DFT (ωB97M-V/def2-TZVPD) results for 2 unconnected molecules or ions with the total composition C3H10N2O.

Results
* energy: -304.9032 Ha
* HOMO-LUMO gap: 0.2926 Ha
* molecular weight: 90.13 Da

Each line ends with the Mulliken charge.
CARTESIAN COORDINATES (ANGSTROEM)
C (-1.019, 0.852, 0.705)  -0.857
N (-0.432, 0.249, -0.526)  0.223
N (-1.303, -0.668, -1.227)  -0.756
H (-0.152, 1.016, -1.149)  0.387
H (-1.212, -1.550, -0.725)  0.315
H (-2.256, -0.330, -1.133)  0.280
H (-1.895, 1.434, 0.417)  0.362
H (-1.306, 0.050, 1.380)  0.359
H (-0.252, 1.490, 1.134)  0.277
C (0.908, -0.419, -0.290)  0.037
C (1.064, -1.233, 0.783)  -0.848
O (1.538, 1.422, -0.370)  -0.886
H (2.491, 1.350, -0.267)  0.251
H (1.335, -0.685, -1.246)  0.367
H (1.872, -1.949, 0.765)  0.278
H (0.620, -1.028, 1.747)  0.209

DFT (ωB97M-V/def2-TZVPD) results for 3 unconnected molecules or ions with the total composition C3H10N2O.

Results
* energy: -304.8858 Ha
* HOMO-LUMO gap: 0.2708 Ha
* molecular weight: 90.13 Da

Each line ends with the Mulliken charge.
CARTESIAN COORDINATES (ANGSTROEM)
C (0.823, 0.209, -0.105)  -1.055
C (-0.591, 0.183, 0.196)  0.616
C (-1.345, -1.134, 0.255)  -1.661
N (1.439, 1.405, -0.170)  -0.250
N (1.448, -0.893, -0.561)  -0.296
O (-1.118, 1.387, 0.756)  -0.125
H (-1.819, 1.636, 0.121)  0.393
H (0.184, -0.020, 1.457)  0.102
H (-1.040, 0.567, -1.198)  0.370
H (0.920, -1.725, -0.763)  0.193
H (0.929, 2.169, 0.251)  0.205
H (2.412, 1.486, -0.413)  0.174
H (2.448, -0.914, -0.669)  0.184
H (-0.846, -1.893, 0.869)  0.378
H (-2.309, -0.939, 0.722)  0.453
H (-1.534, -1.523, -0.748)  0.319

DFT (ωB97M-V/def2-TZVPD) results for 2 unconnected molecules or ions with the total composition C3H10N2O.

Results
* energy: -305.0213 Ha
* structure (SMILES): NC=O.CNC
* HOMO-LUMO gap: 0.3406 Ha
* molecular weight: 90.13 Da

Each line ends with the Mulliken charge.
CARTESIAN COORDINATES (ANGSTROEM)
N (-1.289, -0.863, 1.807)  -0.307
C (-0.308, -1.281, 1.001)  0.113
O (-0.483, -1.914, -0.022)  -0.591
H (-1.041, -0.437, 2.687)  0.226
H (-2.281, -0.792, 1.687)  0.213
H (0.724, -1.136, 1.399)  0.332
C (1.285, 1.054, -1.928)  -0.976
N (0.245, 0.772, -0.957)  -0.278
C (0.340, 1.758, 0.095)  -0.892
H (1.069, 1.978, -2.497)  0.319
H (2.288, 1.051, -1.497)  0.303
H (1.168, 0.315, -2.732)  0.340
H (0.189, -0.199, -0.687)  0.241
H (1.284, 1.746, 0.676)  0.308
H (-0.494, 1.886, 0.808)  0.309
H (0.195, 2.746, -0.396)  0.342

DFT (ωB97M-V/def2-TZVPD) results for 2 unconnected molecules or ions with the total composition C3H10N2O.

Results
* energy: -304.6311 Ha
* HOMO-LUMO gap (alpha / beta): 0.3767 / 0.1667 Ha
* total charge: +1
* molecular weight: 90.13 Da
* 2S+1: 2

Each line ends with the Löwdin spin population.
CARTESIAN COORDINATES (ANGSTROEM)
O (0.901, 2.111, -0.852)  0.038
C (-0.065, 1.411, -1.157)  0.019
C (-1.663, 1.821, -1.435)  0.013
H (-0.024, 0.196, -1.364)  0.014
H (-1.880, 2.089, -2.494)  0.000
H (-2.267, 1.130, -0.951)  0.001
H (-1.813, 2.569, -0.620)  0.001
N (1.931, -1.523, 0.378)  0.391
C (0.708, -1.609, 1.189)  0.120
N (-0.196, -0.371, 1.235)  0.244
H (2.010, -2.436, -0.055)  0.007
H (1.973, -0.780, -0.252)  0.010
H (0.738, -2.069, 2.238)  0.062
H (0.210, -2.497, 0.654)  0.069
H (-0.813, -0.572, 2.079)  0.000
H (0.250, 0.529, 1.408)  0.009

DFT (ωB97M-V/def2-TZVPD) results for 2 unconnected molecules or ions with the total composition C3H10N2O.

Results
* energy: -304.5695 Ha
* HOMO-LUMO gap (alpha / beta): 0.2025 / 0.0709 Ha
* total charge: +1
* molecular weight: 90.13 Da
* 2S+1: 2

Each line ends with the Löwdin spin population.
CARTESIAN COORDINATES (ANGSTROEM)
C (1.276, 0.743, -3.563)  0.455
C (0.281, 0.089, -2.901)  0.278
O (0.621, -0.741, -1.840)  0.211
H (1.435, 1.148, -4.601)  0.015
H (2.165, 0.892, -2.806)  0.012
H (-0.612, -0.114, -3.360)  0.016
H (1.374, -1.259, -2.024)  0.009
N (0.405, 0.169, 2.111)  0.001
C (-0.677, 0.087, 3.147)  0.000
N (-2.007, -0.051, 2.479)  0.001
H (1.168, -0.068, 2.822)  0.000
H (0.364, -0.638, 1.382)  0.000
H (-0.314, -0.924, 3.423)  0.000
H (-0.778, 0.878, 3.923)  0.000
H (-2.075, 0.641, 1.775)  0.000
H (-1.761, -0.966, 1.964)  0.000

DFT (ωB97M-V/def2-TZVPD) results for 2 unconnected molecules or ions with the total composition C3H10N2O.

Results
* energy: -304.7101 Ha
* HOMO-LUMO gap (alpha / beta): 0.3970 / 0.3399 Ha
* total charge: +1
* molecular weight: 90.13 Da
* 2S+1: 2

Each line ends with the Löwdin spin population.
CARTESIAN COORDINATES (ANGSTROEM)
C (1.098, -1.198, 1.474)  0.000
C (0.587, -1.797, -0.811)  0.000
N (0.496, -0.981, 0.161)  0.002
H (1.174, -2.262, 1.658)  0.000
H (2.073, -0.726, 1.520)  0.000
H (0.456, -0.750, 2.223)  0.000
H (1.045, -2.747, -0.560)  0.000
H (0.158, -1.493, -1.758)  -0.001
H (0.362, 0.050, -0.078)  0.000
N (-0.197, 1.698, -0.170)  -0.002
C (-1.561, 1.491, -0.727)  0.108
O (-1.647, 0.295, -1.351)  0.810
H (-0.225, 2.353, 0.614)  0.000
H (0.292, 2.339, -0.803)  0.000
H (-1.828, 2.237, -1.485)  0.043
H (-2.284, 1.492, 0.093)  0.039

DFT (ωB97M-V/def2-TZVPD) results for C3H10N2O2 in the gas phase.

Results
* energy: -380.0419 Ha
* HOMO-LUMO gap: 0.3238 Ha
* molecular weight: 106.12 Da

Each line ends with the Mulliken charge.
CARTESIAN COORDINATES (ANGSTROEM)
C (1.354, -0.717, 0.089)  0.101
C (-1.318, 0.893, -0.118)  -0.073
C (-2.479, 0.180, 0.521)  -1.088
N (2.676, -0.381, 0.484)  -0.543
N (1.278, -1.009, -1.300)  -0.566
O (-0.048, 0.089, 0.656)  -0.171
O (0.757, 1.183, 0.081)  -0.635
H (1.098, -1.639, 0.625)  0.315
H (2.700, -0.175, 1.476)  0.297
H (2.986, 0.442, -0.024)  0.301
H (0.364, -1.360, -1.555)  0.266
H (1.497, -0.183, -1.847)  0.269
H (-1.336, 1.962, 0.066)  0.288
H (-1.181, 0.662, -1.171)  0.272
H (-3.398, 0.576, 0.077)  0.395
H (-2.441, -0.894, 0.349)  0.282
H (-2.508, 0.370, 1.592)  0.291

DFT (ωB97M-V/def2-TZVPD) results for 2 unconnected molecules or ions with the total composition C3H10N2O2.

Results
* energy: -380.3144 Ha
* structure (SMILES): NCCC(N)=O.O
* HOMO-LUMO gap: 0.3526 Ha
* molecular weight: 106.12 Da

Each line ends with the Mulliken charge.
CARTESIAN COORDINATES (ANGSTROEM)
N (-1.582, 0.605, 2.539)  -0.598
C (-1.067, -0.475, 1.674)  -0.407
C (-0.505, 0.117, 0.413)  -0.513
C (0.064, -0.951, -0.502)  0.441
N (0.389, -0.547, -1.765)  -0.396
O (0.225, -2.093, -0.129)  -0.607
H (-1.064, 1.467, 2.433)  0.210
H (-1.513, 0.347, 3.513)  0.224
H (-1.883, -1.153, 1.460)  0.264
H (-0.270, -1.013, 2.181)  0.288
H (-1.259, 0.742, -0.065)  0.338
H (0.296, 0.785, 0.730)  0.281
H (1.013, -1.162, -2.258)  0.255
H (0.452, 0.448, -1.904)  0.224
O (1.927, 2.272, -2.045)  -0.640
H (1.662, 2.975, -1.439)  0.318
H (2.886, 2.261, -1.957)  0.317

DFT (ωB97M-V/def2-TZVPD) results for 2 unconnected molecules or ions with the total composition C3H10N2O2.

Results
* energy: -380.2471 Ha
* structure (SMILES): NCCNC=O.O
* HOMO-LUMO gap: 0.3874 Ha
* molecular weight: 106.12 Da

Each line ends with the Mulliken charge.
CARTESIAN COORDINATES (ANGSTROEM)
N (-1.921, 0.295, -2.078)  -0.638
C (-0.950, -0.194, -0.936)  -0.325
C (0.396, 0.498, -0.924)  -0.648
N (1.326, 0.137, 0.137)  -0.064
C (1.438, -1.077, 0.784)  -0.018
O (1.738, -1.378, 1.956)  -0.552
H (-2.584, -0.420, -2.390)  0.241
H (-1.377, 0.520, -2.859)  0.212
H (-1.474, -0.453, 0.028)  0.333
H (-0.557, -1.202, -1.202)  0.263
H (0.119, 1.532, -0.860)  0.338
H (0.826, 0.364, -1.952)  0.249
H (1.593, 1.015, 0.667)  0.301
H (1.505, -1.795, 0.007)  0.356
O (-0.412, 0.853, 3.065)  -0.631
H (0.040, 1.048, 3.885)  0.297
H (0.294, 0.256, 2.673)  0.284

DFT (ωB97M-V/def2-TZVPD) results for 2 unconnected molecules or ions with the total composition C3H10N2O2.

Results
* energy: -380.2541 Ha
* structure (SMILES): NC(N)O.CC=O
* HOMO-LUMO gap: 0.3785 Ha
* molecular weight: 106.12 Da

Each line ends with the Mulliken charge.
CARTESIAN COORDINATES (ANGSTROEM)
N (-1.681, -0.629, -0.241)  -0.762
C (-1.049, 0.287, 0.634)  0.872
N (-1.666, 1.563, 0.590)  -0.483
O (-0.879, -0.185, 1.937)  -0.513
H (-1.690, -0.199, -1.185)  0.319
H (-1.109, -1.451, -0.408)  0.302
H (0.071, 0.435, 0.191)  -0.432
H (-1.255, 2.236, 1.220)  0.212
H (-2.663, 1.527, 0.422)  0.230
H (-1.273, -1.060, 2.018)  0.301
C (2.299, -0.662, -0.344)  -1.001
C (1.243, 0.056, -1.144)  0.204
O (0.446, -0.528, -1.881)  -0.544
H (2.543, -0.108, 0.562)  0.334
H (1.957, -1.660, -0.074)  0.260
H (3.206, -0.738, -0.946)  0.359
H (1.498, 1.115, -1.352)  0.341

DFT (ωB97M-V/def2-TZVPD) results for 2 unconnected molecules or ions with the total composition C3H10N2O2.

Results
* energy: -380.3107 Ha
* structure (SMILES): NC(=O)O.CNC
* HOMO-LUMO gap: 0.3818 Ha
* molecular weight: 106.12 Da

Each line ends with the Mulliken charge.
CARTESIAN COORDINATES (ANGSTROEM)
N (1.890, -1.264, -0.355)  -0.505
C (1.966, -1.626, 0.971)  0.642
O (2.069, -2.749, 1.375)  -0.554
O (1.890, -0.581, 1.829)  -0.490
H (1.184, -0.597, -0.631)  0.354
H (1.971, -2.084, -0.930)  0.249
H (2.068, 0.233, 1.344)  0.340
C (-0.770, 1.362, 0.606)  -0.904
N (-0.814, 0.310, -0.404)  -0.309
C (-1.849, 0.583, -1.399)  -0.958
H (-0.392, 2.270, 0.143)  0.353
H (-1.749, 1.591, 1.036)  0.355
H (-0.065, 1.106, 1.394)  0.243
H (-1.070, -0.568, 0.036)  0.239
H (-2.851, 0.628, -0.974)  0.321
H (-1.817, -0.163, -2.175)  0.320
H (-1.664, 1.547, -1.866)  0.305